(1)
C9H27Cl3FeO12P3 | ωB97M-V/def2-TZVPD

Summary:
Energy relative to the best compared isomer or geometry (same formula, charge and spin) ... 6.6 kcal/mol
Multiplicity ... 6
DFT total energy ... -134172.703 eV
Kohn-Sham gap (spin up / spin down) ... 9.01 / 7.93 eV
Expectation value of S² ... 8.757

Each line ends with the Mulliken charge.
CARTESIAN COORDINATES (ANGSTROEM)
Fe -0.640 -0.062 -1.133  0.13
Cl -1.992 0.104 -3.085  -0.48
Cl 1.151 1.440 -1.897  -0.51
Cl -2.078 -1.635 0.069  -0.49
C 0.073 -4.596 -1.457  -0.33
O 0.701 -4.020 -2.599  -0.38
P 1.330 -2.571 -2.545  -0.09
O 0.416 -1.588 -1.922  0.81
O 2.679 -2.790 -1.790  -0.37
C 3.693 -1.761 -1.756  -0.59
O 1.724 -2.257 -4.040  -0.30
C 0.700 -2.043 -5.031  -0.62
H 0.073 -3.947 -0.580  0.00
H 0.587 -5.528 -1.215  0.26
H -0.964 -4.835 -1.688  0.26
H 3.908 -1.463 -0.732  0.16
H 3.339 -0.865 -2.275  0.30
H 4.561 -2.148 -2.283  0.30
H -0.298 -1.970 -4.606  0.29
H 0.797 -2.850 -5.758  0.26
H 0.946 -1.125 -5.563  0.25
C 1.917 -2.796 1.864  -0.37
O 1.368 -1.640 2.507  -0.36
P 1.238 -0.224 1.814  -1.06
O 0.540 -0.213 0.521  1.82
O 0.487 0.646 2.911  -0.12
C 0.954 0.782 4.241  -0.81
O 2.727 0.324 1.767  -0.26
C 3.012 1.525 1.025  -0.56
H 2.445 -2.498 0.959  0.04
H 1.149 -3.516 1.590  0.21
H 2.589 -3.251 2.587  0.31
H 0.120 0.739 4.944  0.26
H 1.389 1.770 4.406  0.28
H 1.666 0.001 4.505  0.33
H 2.110 2.115 0.873  0.25
H 3.515 1.288 0.096  0.21
H 3.658 2.152 1.643  0.27
C -4.748 3.267 0.875  -0.81
O -3.812 2.468 0.165  -0.19
P -2.271 2.451 0.526  -0.04
O -1.520 1.420 -0.200  0.94
O -1.776 3.934 0.266  -0.28
C -2.044 4.557 -0.993  -0.75
O -2.185 2.356 2.107  -0.22
C -2.829 1.286 2.788  -0.62
H -5.552 2.654 1.286  0.29
H -5.270 3.913 0.168  0.28
H -4.263 3.840 1.662  0.39
H -2.541 5.514 -0.860  0.27
H -2.690 3.980 -1.659  0.36
H -1.083 4.646 -1.496  0.29
H -3.020 1.600 3.815  0.31
H -2.212 0.390 2.865  0.14
H -3.779 1.030 2.318  0.34

***

(2)
C41H92F30N3P6 | ωB97M-V/def2-TZVPD

Summary:
Net charge ... -1
Multiplicity ... 1
DFT total energy ... -185760.603 eV
Kohn-Sham gap ... 6.12 eV

Each line ends with the Mulliken charge.
CARTESIAN COORDINATES (ANGSTROEM)
C -0.478 3.198 6.535  -1.13
C 0.374 2.055 7.284  -0.72
C 0.281 0.568 6.732  -0.56
C -1.086 0.058 6.514  -0.97
P -1.301 -1.619 5.669  0.67
C -0.516 -2.942 6.611  -1.34
C -0.267 -4.327 5.903  -0.03
C -1.390 -5.314 6.329  -0.68
C -0.923 -6.723 5.988  -1.36
C -0.717 -1.484 3.958  -0.22
C -1.467 -0.478 2.985  -1.21
C -0.970 0.984 2.982  0.03
C 0.235 1.141 2.113  -1.11
C -3.090 -1.860 5.575  -1.18
C -3.787 -2.105 6.826  -0.64
C -5.360 -2.142 6.612  -0.71
C -6.017 -2.013 7.985  -1.29
H -0.388 3.393 5.466  0.31
H -0.382 4.132 7.087  0.36
H -1.515 2.865 6.563  0.30
H -0.089 2.108 8.270  0.28
H 1.376 2.470 7.392  0.40
H 0.657 -0.184 7.425  0.43
H 0.835 0.362 5.817  0.39
H -1.558 0.740 5.807  0.27
H -1.658 0.052 7.442  0.64
H -0.813 -3.056 7.654  0.74
H 0.421 -2.387 6.651  0.51
H 0.713 -4.601 6.296  0.44
H -0.252 -4.255 4.815  0.13
H -2.427 -5.171 6.027  0.37
H -1.497 -5.146 7.400  0.36
H -0.299 -7.197 6.746  0.33
H -0.593 -6.872 4.960  0.26
H -1.737 -7.440 5.882  0.43
H -0.858 -2.435 3.445  0.63
H 0.344 -1.298 4.125  0.68
H -2.554 -0.519 3.054  0.44
H -1.291 -0.793 1.957  0.07
H -0.771 1.435 3.954  -0.42
H -1.809 1.573 2.613  0.51
H 1.140 0.619 2.423  0.20
H 0.430 2.213 2.084  0.55
H -0.024 0.787 1.115  0.04
H -3.242 -2.754 4.972  0.60
H -3.476 -1.011 5.012  0.65
H -3.507 -1.365 7.575  0.31
H -3.411 -3.017 7.290  0.28
H -5.779 -2.873 5.922  0.52
H -5.785 -1.322 6.032  0.40
H -7.082 -1.778 8.006  0.37
H -5.464 -1.452 8.738  0.33
H -6.021 -2.950 8.541  0.32
C -0.974 3.266 -8.153  -1.32
C -2.345 2.937 -7.472  -0.84
C -2.889 4.026 -6.569  0.24
C -3.985 3.387 -5.655  -1.01
N -4.897 4.467 -4.812  0.62
C -5.974 3.702 -3.958  -0.45
C -7.270 4.494 -4.052  -0.53
C -6.922 5.804 -4.726  -0.82
C -5.673 5.589 -5.554  -0.74
C -3.917 5.190 -3.930  -1.25
H -1.028 4.176 -8.751  0.45
H -0.717 2.483 -8.866  0.40
H -0.173 3.484 -7.445  0.14
H -2.280 1.980 -6.955  0.37
H -3.131 2.892 -8.226  0.53
H -3.225 4.869 -7.173  0.51
H -2.123 4.370 -5.872  -0.12
H -3.574 2.720 -4.897  0.40
H -4.690 2.729 -6.162  0.50
H -5.825 3.869 -2.891  0.08
H -6.045 2.626 -4.117  0.48
H -7.651 4.878 -3.105  0.30
H -8.035 3.964 -4.619  0.33
H -6.617 6.589 -4.034  0.34
H -7.752 6.158 -5.337  0.46
H -5.037 6.400 -5.909  0.42
H -6.007 5.101 -6.470  0.45
H -3.303 4.419 -3.466  0.16
H -4.407 5.813 -3.182  0.36
H -3.320 5.730 -4.666  0.57
C 0.632 -2.755 0.366  -1.67
C 1.357 -3.346 1.620  0.24
C 2.720 -3.916 1.205  -0.96
N 3.390 -4.963 2.207  0.27
C 4.862 -4.936 1.881  -0.80
C 2.766 -6.365 2.001  -0.81
C 3.197 -7.185 3.214  -0.56
C 3.577 -6.189 4.327  -0.70
C 3.146 -4.814 3.715  -0.11
H 1.208 -1.918 -0.030  -0.03
H -0.413 -2.487 0.519  0.61
H 0.504 -3.410 -0.496  0.56
H 0.822 -4.241 1.937  0.42
H 1.479 -2.674 2.469  0.11
H 3.365 -3.040 1.279  0.48
H 2.869 -4.549 0.330  0.27
H 5.079 -3.917 2.201  0.43
H 4.989 -4.869 0.801  0.27
H 5.597 -5.672 2.209  0.32
H 3.024 -6.865 1.068  0.47
H 1.681 -6.269 1.996  0.41
H 4.092 -7.791 3.072  0.28
H 2.378 -7.818 3.558  0.42
H 4.604 -6.242 4.688  0.41
H 2.983 -6.497 5.187  0.34
H 3.725 -3.938 4.008  0.45
H 2.120 -4.455 3.796  -0.13
C 3.238 -0.063 -0.061  -0.90
C 2.265 0.513 -0.942  0.95
C 2.825 0.989 -2.344  -1.34
N 1.876 1.748 -3.263  0.87
C 1.417 2.964 -2.414  -0.57
C 0.718 0.901 -3.866  -0.59
C 0.151 1.834 -4.980  0.08
C 1.388 2.554 -5.567  -1.03
C 2.524 2.264 -4.558  -0.84
H 4.105 0.595 -0.110  0.64
H 3.699 -1.029 -0.266  -0.06
H 2.948 -0.127 0.988  0.00
H 1.830 1.245 -0.261  -0.33
H 1.484 -0.221 -1.141  0.15
H 3.078 0.164 -3.010  0.35
H 3.719 1.610 -2.294  0.41
H 0.643 2.696 -1.695  0.01
H 0.863 3.626 -3.079  0.05
H 2.245 3.494 -1.943  0.32
H -0.026 0.659 -3.107  0.27
H 1.034 -0.117 -4.091  0.50
H -0.473 2.652 -4.620  -0.29
H -0.501 1.276 -5.652  0.64
H 1.190 3.626 -5.602  0.38
H 1.627 2.083 -6.520  0.71
H 3.185 3.098 -4.323  0.63
H 3.234 1.499 -4.872  -0.05
P 7.044 0.816 -2.275  1.31
F 8.021 -0.464 -2.349  -0.38
F 8.268 1.853 -1.730  -0.38
F 7.459 0.895 -3.845  -0.38
F 5.926 1.993 -2.356  -0.38
F 5.832 -0.206 -2.827  -0.40
F 6.460 0.523 -0.767  -0.38
P 0.236 6.776 -3.069  1.30
F 1.624 6.246 -3.479  -0.35
F 0.462 8.021 -4.070  -0.41
F -0.462 5.890 -4.232  -0.40
F -1.280 7.310 -2.689  -0.37
F 0.064 5.509 -2.030  -0.40
F 1.089 7.515 -1.887  -0.40
P 3.870 -1.033 -7.051  1.21
F 4.205 -2.386 -6.072  -0.40
F 2.521 -0.828 -6.281  -0.31
F 4.695 -0.255 -5.924  -0.33
F 3.614 0.362 -7.849  -0.41
F 5.349 -1.237 -7.743  -0.40
F 3.093 -1.967 -8.122  -0.42
P 4.479 -3.610 -2.632  1.56
F 5.755 -2.999 -1.741  -0.42
F 5.639 -4.131 -3.724  -0.43
F 4.635 -5.016 -1.894  -0.38
F 3.264 -4.142 -3.490  -0.43
F 3.391 -2.957 -1.590  -0.42
F 4.467 -2.151 -3.454  -0.42
P -2.974 1.744 -1.229  1.47
F -3.863 3.074 -1.550  -0.38
F -4.240 0.904 -1.825  -0.44
F -2.430 1.780 -2.764  -0.38
F -2.108 0.373 -0.839  -0.37
F -1.797 2.699 -0.521  -0.40
F -3.717 1.704 0.230  -0.44

***

(3)
C21H40ClN2O11P3SSi | ωB97M-V/def2-TZVPD

Summary:
SMILES ... C[Si](C)(C)OCCc1nc2ccc(CCO)c(P(O)Cl)c2nc1S.COP(=O)(OC)OC.COP(=O)(OC)OC
Multiplicity ... 1
DFT total energy ... -107030.637 eV
Kohn-Sham gap ... 6.33 eV

Each line ends with the Mulliken charge.
CARTESIAN COORDINATES (ANGSTROEM)
C -0.304 0.990 1.701  -1.05
Si -2.174 0.618 1.512  0.76
C -3.132 1.975 2.410  -1.03
C -2.502 0.744 -0.352  -0.91
O -2.415 -0.932 2.120  -0.32
C -3.687 -1.154 2.730  -0.27
C -4.125 -2.622 2.412  -1.73
C -3.398 -3.079 1.160  1.04
N -2.339 -3.815 1.336  -0.59
C -1.723 -4.130 0.155  -0.07
C -0.533 -4.894 0.210  -0.61
C 0.175 -5.233 -0.904  -1.10
C -0.284 -4.811 -2.179  0.62
C 0.567 -5.190 -3.391  -1.83
C 1.518 -3.983 -3.703  -0.32
O 1.529 -3.034 -2.626  -0.47
C -1.451 -4.089 -2.289  0.64
P -1.973 -3.640 -3.995  0.18
O -3.185 -4.735 -4.270  -0.48
Cl -2.886 -1.777 -3.975  -0.26
C -2.172 -3.736 -1.105  1.03
N -3.316 -3.005 -1.240  -0.22
C -3.900 -2.682 -0.129  -0.02
S -5.353 -1.672 -0.348  -0.12
H -0.139 1.964 2.162  0.25
H 0.156 1.003 0.708  0.29
H 0.138 0.156 2.252  0.28
H -2.494 2.863 2.431  0.23
H -3.489 1.715 3.407  0.31
H -4.001 2.264 1.805  0.34
H -2.548 -0.230 -0.846  0.06
H -1.663 1.280 -0.809  0.37
H -3.391 1.337 -0.581  0.32
H -4.454 -0.476 2.346  0.32
H -3.558 -1.069 3.812  0.30
H -5.204 -2.747 2.327  0.44
H -3.780 -3.271 3.218  0.40
H -0.165 -5.222 1.177  0.46
H 1.073 -5.825 -0.775  0.41
H -0.047 -5.423 -4.255  0.43
H 1.216 -6.005 -3.066  0.43
H 2.553 -4.316 -3.812  0.42
H 1.208 -3.435 -4.593  0.32
H 2.353 -3.130 -2.142  0.28
H -4.045 -4.294 -4.262  0.30
H -6.019 -1.758 0.813  0.14
C 6.792 1.121 -4.442  -0.66
O 6.791 -0.311 -4.649  -0.35
P 5.454 -1.226 -4.257  0.92
O 6.079 -2.463 -3.752  -0.69
O 4.974 -1.399 -5.805  -0.33
C 4.897 -0.273 -6.673  -0.60
O 3.898 -1.368 -3.683  -0.04
C 3.382 -0.317 -2.836  -0.81
H 7.699 1.391 -3.904  0.24
H 6.788 1.627 -5.408  0.27
H 5.930 1.455 -3.863  0.31
H 5.818 -0.194 -7.253  0.23
H 4.732 0.659 -6.128  0.29
H 4.065 -0.424 -7.359  0.27
H 3.391 0.643 -3.358  0.33
H 3.973 -0.245 -1.920  0.38
H 2.356 -0.569 -2.579  0.25
C 1.508 6.907 4.319  -0.72
O 0.766 5.724 3.938  -0.33
P -0.153 4.877 5.067  0.98
O 0.103 3.525 4.497  -0.55
O -1.551 5.482 4.475  -0.29
C -1.747 6.891 4.371  -0.69
O -0.937 4.327 6.457  -0.25
C -0.422 4.739 7.738  -0.73
H 2.529 6.805 3.957  0.24
H 1.053 7.785 3.859  0.28
H 1.533 7.047 5.400  0.34
H -1.493 7.223 3.363  0.24
H -1.147 7.446 5.097  0.32
H -2.797 7.107 4.554  0.27
H -0.437 5.828 7.834  0.31
H 0.598 4.372 7.876  0.34
H -1.058 4.313 8.510  0.23

***

(4)
C4H5NO | ωB97M-V/def2-TZVPD

Summary:
Energy relative to the best compared isomer or geometry (same formula, charge and spin) ... 124.6 kcal/mol
Multiplicity ... 1
DFT total energy ... -7761.125 eV
Kohn-Sham gap (spin up / spin down) ... 7.60 / 7.60 eV

Each line ends with the Mulliken charge.
CARTESIAN COORDINATES (ANGSTROEM)
C 0.784 0.327 1.365  -1.04
C 0.542 -0.228 0.007  -0.30
C -1.342 0.810 -0.197  0.31
O -2.336 1.216 -0.574  -0.17
C -0.766 -0.857 -1.938  -0.22
N -1.030 -1.482 -2.891  -0.47
H 0.818 1.418 1.386  0.35
H 1.780 -0.062 1.634  0.37
H 0.072 -0.045 2.104  0.34
H 0.397 -1.297 -0.066  0.41
H 1.081 0.201 -0.830  0.42

***

(5)
H14O7 | ωB97M-V/def2-TZVPD

Summary:
SMILES ... O.O.O.O.O.O.O
Energy relative to the best compared isomer or geometry (same formula, charge and spin) ... 76.7 kcal/mol
Multiplicity ... 1
DFT total energy ... -14558.137 eV
Kohn-Sham gap ... 10.47 eV

Each line ends with the Mulliken charge.
CARTESIAN COORDINATES (ANGSTROEM)
O -1.403 -0.495 1.823  -0.61
H -0.761 0.130 1.982  0.32
H -2.150 -0.417 1.213  0.30
O 0.365 0.582 -0.499  -0.58
H -0.045 -0.293 -0.629  0.31
H 0.444 0.418 0.409  0.23
O 1.580 2.342 -2.090  -0.61
H 1.540 2.120 -3.037  0.30
H 1.069 1.798 -1.539  0.42
O -1.610 3.168 -0.201  -0.61
H -1.131 2.732 -0.801  0.31
H -1.576 2.925 0.667  0.28
O 1.418 0.244 2.122  -0.59
H 1.696 0.962 2.581  0.25
H 1.621 -0.627 2.599  0.31
O 0.844 -3.436 0.220  -0.61
H 0.251 -3.035 -0.274  0.34
H 1.660 -2.889 -0.124  0.33
O -0.919 -1.919 -1.357  -0.74
H -1.075 -2.360 -2.224  0.30
H -1.810 -1.952 -0.846  0.32

***

(6)
C4H5O2S | ωB97M-V/def2-TZVPD

Summary:
Energy relative to the best compared isomer or geometry (same formula, charge and spin) ... 70.2 kcal/mol
Net charge ... -1
Multiplicity ... 1
DFT total energy ... -19157.499 eV
Kohn-Sham gap (spin up / spin down) ... 5.42 / 5.42 eV

Each line ends with the Mulliken charge.
CARTESIAN COORDINATES (ANGSTROEM)
C -0.592 -0.513 0.363  -0.75
C 0.354 -0.154 -0.474  0.36
C -1.212 1.350 2.453  0.27
C 0.839 -1.055 -1.646  -0.94
O -0.215 1.975 2.534  -0.24
O 1.090 1.061 -0.538  -0.44
S -2.712 0.927 2.705  -0.33
H -1.256 -1.340 0.237  0.18
H -0.098 -1.336 -2.302  0.20
H 1.439 -1.962 -1.354  0.21
H 1.474 -0.418 -2.276  0.28
H 0.888 1.465 0.297  0.22

***

Q: What is the DFT total energy in the fourth record?
A: -7761.125 eV